A structure of composition C12H17ClI2N2OPSeTc. Source: the OMol25 dataset; level of theory: the ωB97M-V functional and the def2-TZVPD basis.

Calculated values
net charge: +3
LUMO energy (alpha / beta): -11.8 / -13.8 eV
multiplicity: 4
HOMO energy (alpha / beta): -17.94 / -18.03 eV
largest force on an atom: 0.11232 hartree/bohr
calculated total energy: -4530.27665 Eh
HOMO-LUMO gap (alpha / beta): 6.147 / 4.199 eV

Element x y z (Å)
I  3.4052  -4.1719  -0.5881
I  2.0755  -5.1177  1.4946
Tc  -0.2881  -0.4438  -0.4626
P  -0.7187  -2.4056  -1.5312
C  0.1933  -4.0517  -1.3861
C  -2.3806  -3.0844  -1.2964
H  -1.0288  -1.2942  -3.6171
H  -0.8560  -3.1248  -3.8569
H  0.6280  -2.1072  -3.5260
C  -0.4641  -2.2206  -3.3550
H  -3.0414  -2.2161  -1.3177
H  -2.6826  -3.7937  -2.0451
H  -0.0665  -4.7310  -2.2247
H  -0.0125  -4.4959  -0.3885
H  -2.3787  -3.5638  -0.3156
H  1.2772  -3.8150  -1.4740
C  1.1478  -1.2113  0.3945
O  2.0645  -1.5570  1.0517
Cl  -1.5638  0.5007  -2.2449
C  1.1789  0.8460  2.8452
N  0.2812  1.5022  1.9387
C  -0.7574  0.9184  1.1537
Se  -1.7698  -0.7112  1.4801
N  -1.4111  1.9806  0.6045
C  -0.6700  3.1325  0.7530
C  -0.7161  4.3292  0.0446
C  0.3074  5.2693  0.3134
C  1.3340  5.0049  1.2828
C  1.4158  3.7446  1.9289
C  0.3653  2.8344  1.6609
H  1.8135  1.6064  3.2972
H  1.8463  0.1571  2.3517
H  0.6261  0.3184  3.6169
H  -2.1731  1.9151  -0.0503
H  -1.5349  4.5294  -0.6396
H  0.3057  6.2700  -0.1449
H  2.0967  5.7741  1.5351
H  2.1520  3.4833  2.7172

=====

A structure of composition C8H23HgO8. Source: the OMol25 dataset; level of theory: the ωB97M-V functional and the def2-TZVPD basis.

Calculated values
net charge: -1
LUMO energy: 2.0 eV
multiplicity: 1
HOMO energy: -1.86 eV
largest force on an atom: 0.18902 hartree/bohr
calculated total energy: -1073.73353 Eh
HOMO-LUMO gap: 3.911 eV

Element x y z (Å)
Hg  -0.6575  -0.0947  0.5114
C  3.8403  0.2510  0.3229
C  2.6632  -0.4944  -0.4291
C  3.2688  -1.4636  -1.4629
O  1.7050  -0.9184  0.5110
H  3.4000  1.0282  0.9476
H  4.4120  0.7206  -0.4776
H  4.4960  -0.4328  0.8618
H  2.2615  0.3438  -0.9985
H  3.8181  -2.2132  -0.8933
H  3.9141  -1.0184  -2.2202
H  2.3682  -1.9064  -1.8881
C  -0.2984  -0.1514  3.3344
O  -0.4813  0.9030  2.7392
O  0.6230  -0.2956  4.1463
O  -0.4448  -1.1307  2.6224
C  0.6605  3.3447  -0.0922
O  -0.1315  2.2913  0.3459
H  0.4940  3.4103  -1.1674
H  0.3364  4.2097  0.4865
H  1.7365  3.2585  0.0593
H  -0.3123  2.4690  1.2719
C  -0.7176  -3.1115  -0.6454
O  -1.6187  -2.0335  -0.3125
H  -0.8505  -3.5410  -1.6383
H  0.3189  -2.7876  -0.7402
H  -0.8340  -3.9043  0.0935
H  -2.4523  -2.1499  -0.7740
C  -3.6767  -0.1946  1.7811
O  -2.8974  0.4755  0.8356
H  -3.6656  0.3191  2.7424
H  -4.7070  -0.3968  1.4882
H  -3.2156  -1.1820  1.8064
H  -3.3918  1.2122  0.4689
C  -1.9711  1.0583  -2.2294
O  -0.9133  0.3069  -1.7656
H  -2.1479  1.9246  -1.5919
H  -1.5726  1.5404  -3.1221
H  -2.8764  0.4832  -2.4235
H  -0.4823  -0.1295  -2.5041

=====

> Look up the net charge of the first one.

+3